(a)
Here is an isolated ion of composition C9H19N2 and charge +1 from the Open Molecules 2025 dataset. Energies are from wB97M-V/def2-TZVPD.

The geometry in XYZ format:
```
30
Properties=species:S:1:pos:R:3:lowdin_charge:R:1
C -2.5795 1.4372 0.6214 0.01
C -2.0132 0.2695 -0.1318 -0.29
C -2.5186 -0.1388 -1.5203 0.02
N -0.9830 -0.3491 0.2452 0.21
C -0.0460 -1.1935 0.3961 -0.19
C -0.2188 -2.4160 1.1567 0.03
C 1.2961 -0.6545 -0.1948 -0.29
C 1.1426 -0.7454 -1.7188 -0.04
N 1.4285 0.7261 0.2617 -0.25
C 2.4117 1.6363 -0.3512 -0.06
C 1.3735 0.8230 1.6857 -0.11
H -3.7111 1.1591 0.6403 0.13
H -2.4075 2.3485 0.0562 0.10
H -2.2171 1.3682 1.6918 0.11
H -1.8100 0.0274 -2.3679 0.10
H -3.4332 0.4961 -1.6839 0.10
H -2.7808 -1.2113 -1.2910 0.12
H -0.2086 -3.2759 0.5314 0.10
H -1.2013 -2.6168 1.5657 0.10
H 0.5062 -2.3979 1.9561 0.11
H 2.2197 -1.3116 0.0707 0.18
H 0.7194 0.1045 -2.1751 0.05
H 0.7715 -1.6057 -2.1644 0.06
H 2.2346 -0.5759 -2.2337 0.15
H 3.4322 1.2310 -0.4221 0.09
H 2.1886 1.9183 -1.3324 0.05
H 2.3642 2.5687 0.3166 0.12
H 0.2931 1.0769 2.0973 0.11
H 1.5627 -0.1308 2.1101 0.05
H 2.1842 1.4321 2.1843 0.12
```

Values from the calculation:
**2S+1**: 1
**SMILES**: CC(C)=[N+]=C(C)[C@@H](C)N(C)C
**Kohn-Sham gap**: 0.3149 Ha
**Molecular weight**: 155.27 u
**Total charge**: +1
**E_LUMO**: -0.128 hartree
**HOMO**: -12.06 eV

***

(b)
Here is an isolated ion of composition C9H19N2 and charge +1 from the Open Molecules 2025 dataset. Energies are from wB97M-V/def2-TZVPD.

The geometry in XYZ format:
```
30
Properties=species:S:1:pos:R:3:lowdin_charge:R:1
C -2.6446 -0.9889 -0.1325 -0.04
C -1.1578 -0.7497 -0.4047 -0.35
C -0.3055 -1.7659 0.3521 -0.13
C 1.1345 -1.7448 -0.1292 -0.12
N 1.7400 -0.4198 -0.0825 -0.08
C 3.1933 -0.4320 -0.1180 0.00
C 1.0591 0.6808 -0.0092 -0.15
N 1.5793 1.8790 0.1334 0.21
C -0.7473 0.6782 -0.0504 -0.35
C -1.1363 1.1266 1.3474 -0.03
C -1.1768 1.6877 -1.1097 -0.02
H -2.9647 -1.9037 -0.6230 0.09
H -3.2492 -0.1730 -0.5157 0.09
H -2.8307 -1.0959 0.9317 0.09
H -0.9775 -0.8926 -1.4762 0.15
H -0.7037 -2.7662 0.1821 0.13
H -0.3483 -1.5723 1.4236 0.12
H 1.7419 -2.4001 0.5010 0.14
H 1.1939 -2.1140 -1.1594 0.14
H 3.6028 -0.5061 0.8915 0.12
H 3.5218 -1.2989 -0.6887 0.11
H 3.5867 0.4577 -0.6061 0.10
H 0.9699 2.6825 0.1694 0.12
H 2.5700 2.0479 0.2287 0.12
H -0.7654 0.4550 2.1170 0.09
H -2.2206 1.1590 1.4185 0.10
H -0.7629 2.1266 1.5581 0.09
H -1.9647 2.3248 -0.7128 0.10
H -1.5655 1.1829 -1.9914 0.09
H -0.3714 2.3349 -1.4449 0.08
```

Values from the calculation:
**2S+1**: 1
**SMILES**: C[C@@H]1CCN(C)C(=[NH2+])C1(C)C
**Kohn-Sham gap**: 0.4286 Ha
**Molecular weight**: 155.27 u
**Total charge**: +1
**E_LUMO**: -0.094 hartree
**HOMO**: -14.22 eV

***

Stability ranking, top entry: (b); the second entry is 331.6 kJ/mol less favorable.